72
Properties=species:S:1:pos:R:3:forces:R:3:lowdin_charge:R:1 method="wB97M-V/def2-TZVPD" e_tot_ev=-123127.803 homo_lumo_gap_ev="7.53 / 7.16" multiplicity=4 lumo_energy_ev="2.31 / 2.16" e_homo_ev="-5.217 / -4.994" total_charge=-1
Cr -0.30411 0.45153 -0.36847 0.714 0.064 0.971 0.788
Cl 0.79227 -5.97186 -4.11923 0.028 0.076 0.092 0.612
C 0.77495 -4.61392 -3.01374 0.153 -0.212 0.082 -0.672
C 1.53302 -4.68792 -1.82460 -0.045 -0.132 -0.193 -0.130
C 1.53035 -3.65367 -0.94327 -0.061 0.127 0.056 -0.553
Cl 2.48504 -3.76009 0.50638 -0.060 0.003 -0.061 0.698
C 0.76016 -2.44525 -1.14926 -0.023 -0.317 -0.275 -0.353
O 0.75499 -1.53043 -0.29488 -0.127 0.520 0.191 -0.082
C 0.03568 -2.41638 -2.39084 0.077 -0.163 0.067 -0.109
C -0.71409 -1.26140 -2.74672 0.237 -0.511 -0.129 -0.146
O -0.80807 -0.24752 -2.07239 -0.675 0.593 -0.885 -0.085
C 0.05261 -3.50009 -3.29248 -0.094 0.155 -0.086 -0.074
H 2.12323 -5.57036 -1.61447 -0.020 0.008 -0.022 0.102
H -1.25345 -1.27767 -3.70415 0.026 -0.048 -0.076 0.147
H -0.51237 -3.42683 -4.21729 0.033 -0.009 0.086 0.115
N 2.63731 -0.11416 1.13165 -0.004 0.113 -0.052 0.030
N 3.36780 0.35573 0.01813 -0.102 0.143 0.228 -0.014
C 2.69900 0.87530 -1.10521 -0.332 -0.342 -0.449 -0.717
O 3.37024 0.97327 -2.13276 -0.118 0.138 0.191 0.000
O 1.45965 1.21076 -0.97358 0.249 0.091 -0.006 -0.159
H 3.26821 -0.17150 1.91532 0.083 0.115 0.125 0.077
H 2.24410 -1.02876 0.93774 -0.032 -0.030 0.039 0.016
H 4.13672 -0.22182 -0.27802 0.143 -0.088 -0.122 0.117
C 3.61335 4.29658 0.01298 0.014 0.026 -0.030 -0.051
C 3.31549 4.84897 1.40994 0.022 0.014 0.014 -0.556
C 2.85496 6.30740 1.27946 -0.019 0.045 -0.002 -0.052
C 4.61289 4.79823 2.23176 0.008 -0.049 0.013 -0.053
C 2.22981 4.03503 2.11439 0.026 0.043 0.041 -0.157
C 1.86983 4.32772 3.44596 -0.061 -0.037 0.006 -0.040
C 0.92136 3.58734 4.12484 0.047 0.043 -0.031 -0.084
C 0.30744 2.53357 3.45226 -0.150 0.016 0.137 -0.458
S -0.92064 1.42938 3.99750 -0.020 -0.052 0.139 1.107
C -0.91653 0.67173 2.43434 -0.427 -0.160 0.124 -0.505
N -0.08217 1.18513 1.59119 0.258 0.180 -0.099 0.011
C 0.62552 2.25274 2.13078 0.133 -0.172 -0.133 -0.260
C 1.59051 3.00091 1.46272 0.037 -0.029 -0.154 0.058
C -1.84238 -0.37399 1.98558 0.149 0.135 -0.066 -0.235
C -2.68955 -1.06507 2.84860 0.019 0.046 0.102 -0.064
C -3.53975 -2.02595 2.33277 -0.016 -0.009 -0.059 -0.104
C -3.52745 -2.27905 0.96181 0.018 0.031 0.070 -0.092
C -2.67750 -1.57466 0.11853 0.002 0.110 0.026 -0.085
C -1.80413 -0.58993 0.59537 -0.270 -0.125 0.136 -0.116
H 4.45081 4.84965 -0.42157 -0.050 -0.013 0.000 0.087
H 2.75657 4.40304 -0.65834 0.061 -0.028 0.048 0.098
H 3.88631 3.23791 0.04161 0.016 0.088 -0.006 0.083
H 3.61315 6.89701 0.75285 -0.054 -0.039 0.047 0.081
H 2.68605 6.76665 2.25865 0.010 -0.036 -0.075 0.074
H 1.92193 6.36300 0.71205 0.057 0.008 0.033 0.090
H 5.39253 5.38651 1.73659 -0.055 -0.045 0.038 0.081
H 4.96489 3.76634 2.32036 -0.010 0.074 -0.003 0.091
H 4.47555 5.19840 3.23996 0.003 -0.017 -0.062 0.071
H 2.33545 5.16053 3.96065 0.034 -0.041 -0.017 0.103
H 0.65671 3.82749 5.14728 0.019 -0.008 -0.020 0.102
H 1.81264 2.72796 0.43998 -0.067 0.024 0.129 0.088
H -2.67746 -0.85908 3.91610 -0.016 -0.016 -0.052 0.093
H -4.20843 -2.57210 2.98675 0.019 -0.014 -0.010 0.092
H -4.18684 -3.03704 0.55339 -0.010 0.014 -0.003 0.095
H -2.71013 -1.79926 -0.94329 0.010 0.009 0.009 0.093
Cl -0.49988 2.60903 -3.53970 0.028 -0.011 0.094 0.718
C -2.15024 2.34285 -3.05258 -0.095 0.036 0.173 -0.610
C -3.10978 2.27898 -4.05104 -0.021 -0.004 -0.026 -0.135
C -4.44634 2.09148 -3.72776 0.040 -0.001 -0.024 -0.122
C -4.80287 1.97307 -2.39207 0.036 0.006 0.063 -0.109
C -3.83020 2.03478 -1.40557 -0.079 -0.122 -0.015 -0.053
C -2.46914 2.21397 -1.68922 0.121 -0.047 0.050 -0.309
C -1.47404 2.22420 -0.58772 0.078 -0.109 -0.445 -0.169
H -2.79935 2.37939 -5.08442 0.001 0.012 0.050 0.092
H -5.19422 2.04427 -4.51035 0.025 0.002 0.018 0.089
H -5.84311 1.83802 -2.11753 0.036 -0.018 0.014 0.092
H -4.11664 1.92474 -0.36402 0.012 0.016 -0.045 0.110
H -1.98469 2.40545 0.35878 -0.010 0.018 0.016 0.058
H -0.71822 3.00126 -0.74678 0.041 -0.085 0.015 0.053

***

21
Properties=species:S:1:pos:R:3:forces:R:3:lowdin_charge:R:1 method="wB97M-V/def2-TZVPD" e_tot_ev=-8494.457 smiles="C=CCCCC.O" homo_lumo_gap_ev=9.28 e_above_lowest_kj_mol=234.9 lumo_energy_ev=0.74 e_homo_ev=-8.543
C 1.62802 -1.72145 0.07173 0.009 1.426 0.730 -0.104
C 0.78550 -1.25113 -1.10066 -1.209 -1.339 0.259 -0.263
C -0.56694 -0.64132 -0.74326 -0.387 2.027 0.074 -0.230
C -0.53679 0.63470 0.12641 -0.817 1.014 -1.362 -0.233
C -0.16262 3.10817 -0.31912 -0.598 0.598 -0.318 -0.018
C 0.04160 1.82652 -0.62784 0.301 -0.727 0.242 -0.178
H 2.52888 -2.26205 -0.20183 -0.216 -0.435 -0.107 0.068
H 2.00106 -0.83309 0.59989 0.031 -0.017 -0.054 0.072
H 1.02230 -2.20441 0.83933 0.125 -0.544 -0.218 0.071
H 0.43779 -2.12624 -1.66178 0.779 0.015 -0.492 0.104
H 1.34808 -0.56516 -1.72313 0.046 -0.082 -0.279 0.095
H -1.01956 -0.24708 -1.65878 0.236 -0.158 -0.385 0.107
H -1.39666 -1.27371 -0.42733 0.636 -0.787 0.526 0.099
H -1.55936 0.87717 0.41347 -0.100 0.012 0.298 0.103
H 0.05554 0.64592 1.03462 0.000 -0.640 0.094 0.096
H -1.15319 3.52213 -0.12410 0.053 -0.650 1.300 0.052
H 0.57198 3.90075 -0.30348 0.311 -0.006 -1.302 0.041
H 0.77365 1.49204 -1.36453 0.909 0.523 0.673 0.091
H -1.37727 -1.59992 2.00312 0.144 -0.061 -0.024 0.033
H -2.16654 -0.50062 2.67309 0.377 0.014 0.040 0.054
O -1.25548 -0.78123 2.49417 -0.629 -0.184 0.306 -0.058

***

8
Properties=species:S:1:pos:R:3:forces:R:3:lowdin_charge:R:1 method="wB97M-V/def2-TZVPD" e_tot_ev=-20210.595 smiles="O=NCC(=O)Cl" homo_lumo_gap_ev=9.19 e_above_lowest_kj_mol=291.2 lumo_energy_ev=-0.57 e_homo_ev=-9.765
C -1.77869 0.56119 -0.14785 2.694 -2.127 -2.193 -0.833
C -0.63857 -0.53340 0.25446 -2.396 1.965 -0.911 -0.156
N -0.17646 -1.28984 -0.90608 -0.544 -1.279 -0.825 -0.031
O -1.70550 1.20259 -1.13785 -0.242 0.783 0.321 0.069
O -0.41390 -2.47153 -0.91326 0.050 1.040 0.425 0.027
Cl -3.17196 0.32385 0.77437 -1.463 0.321 0.988 0.773
H 0.21365 0.03140 0.44549 1.502 1.084 1.059 0.098
H -1.16194 -0.93468 1.07218 0.398 -1.788 1.137 0.055

***

18
Properties=species:S:1:pos:R:3:forces:R:3:lowdin_charge:R:1 method="wB97M-V/def2-TZVPD" e_tot_ev=-11378.566 homo_lumo_gap_ev="7.53 / 7.53" e_above_lowest_kj_mol=804.4 lumo_energy_ev="0.52 / 0.52" e_homo_ev="-7.011 / -7.011"
N -1.05571 -0.30978 -2.26870 0.102 0.016 0.542 0.119
N -1.52314 0.45450 0.32642 0.108 0.453 -0.082 0.011
C -0.14451 0.46148 -1.65168 -0.962 1.103 1.256 -0.120
C -0.32343 0.93583 -0.31325 -0.197 -0.418 -1.554 -0.289
H -1.03151 -0.49398 -3.25759 0.188 -0.089 0.220 0.107
H -1.90997 -0.49477 -1.75536 0.291 -0.221 -0.158 0.096
H -2.34362 0.96510 0.02132 -0.064 0.133 -0.046 0.074
H -1.44773 0.61112 1.32946 0.116 -0.209 -0.017 0.056
H 0.63950 0.85654 -2.27891 0.206 -0.036 0.101 0.123
H -0.01937 1.97463 -0.20891 0.112 -0.001 0.142 0.119
C 1.10393 0.25541 0.98687 1.926 -1.942 0.247 -0.237
C 0.68425 -0.16614 2.21034 -0.520 -0.161 -0.818 -0.046
O 1.49097 -0.71593 -0.16263 -1.061 0.297 -0.331 -0.237
O 1.85950 -2.07229 0.11968 -0.499 0.158 1.050 -0.053
H 1.02276 -2.45726 0.46179 0.592 0.326 -0.288 0.093
H 1.95174 0.93386 0.99496 -0.322 0.392 -0.158 0.106
H -0.11448 -0.88570 2.32162 0.113 -0.388 -0.063 0.039
H 1.16082 0.14737 3.12457 -0.129 0.586 -0.043 0.039